12
Properties=species:S:1:pos:R:3 method="wB97M-V/def2-TZVPD" homo_ha="-0.38288 / -0.38289" homo_lumo_gap_ev="7.133 / 7.133" e_tot_ev=-35646.550 max_force_ev_per_a=3.98 lumo_energy_ev="-3.2861 / -3.2859"
P 0.404 1.819 -0.733
F 0.292 -1.137 -0.491
F -1.726 2.004 -2.620
O -0.232 0.572 1.293
P -1.156 0.749 -1.687
O -0.386 -1.126 2.918
F 0.762 -2.773 0.911
F 2.063 -1.075 0.725
C -0.056 -0.610 1.886
H -0.461 2.711 -0.293
C 0.798 -1.426 0.794
H -0.301 0.292 -2.702